# C3H3NO

A cluster of 2 separate species, C3H3NO in total at a distorted geometry (ωB97M-V with the def2-TZVPD basis set, the OMol25 dataset).

ORCA input file:
```
! wB97M-V def2-TZVPD RIJCOSX def2/J DEFGRID3
* xyz 0 1
C 0.650 -0.001 0.288
C -1.644 0.433 2.327
C 0.635 -0.455 -1.086
N 0.563 0.357 1.353
O -2.191 1.274 1.833
H 0.629 0.406 -1.854
H -0.126 -1.023 -1.395
H 1.483 -0.991 -1.465
*
```

Values from the calculation:
total energy	-246.06701	Eh
ΔE to the lowest compared entry with this formula, charge and spin	64.41	kJ/mol